Record 1
Entry from the Open Molecules 2025 dataset: a structure of composition C24H18N5O6S4Ta in a non-equilibrium geometry (ωB97M-V/def2-TZVPD).

Its HOMO-LUMO gap is 6.593 eV. The HOMO energy is -7.9 eV. The LUMO energy comes out at -0.050 Ha.

```
58
C24H18N5O6S4Ta, DFT ωB97M-V/def2-TZVPD
Ta -0.43703 -1.54451 -1.36584
O -1.85395 0.28633 2.04909
C -1.71353 -0.51979 1.17801
O -0.72520 -0.51377 0.28904
C -2.64031 -1.66887 0.94295
C -3.69356 -1.93618 1.78495
C -4.50267 -3.02202 1.49086
C -4.22132 -3.78744 0.37184
C -3.14145 -3.45165 -0.42351
N -2.36234 -2.40625 -0.13979
H -3.85028 -1.29742 2.64296
H -5.34351 -3.26876 2.12592
H -4.83199 -4.64053 0.10662
H -2.88644 -4.02303 -1.30506
C -0.13876 5.75247 -2.34948
C 0.27099 4.30535 -2.39702
C 1.08659 3.82317 -3.41967
C 1.48056 2.49735 -3.45170
C 1.02982 1.64430 -2.44751
C 0.22120 2.09797 -1.40891
C -0.14585 3.42823 -1.39564
S 1.49869 -0.03164 -2.56136
O 1.44682 -0.64325 -1.17818
O 2.73808 -0.11748 -3.24682
N 0.30626 -0.90865 -3.18136
C -0.64015 -0.29858 -4.12665
C -1.82686 0.22330 -3.31893
O -2.54182 1.09566 -3.70405
O -1.92327 -0.40132 -2.12459
H 0.17046 6.28419 -3.24826
H 0.31462 6.24754 -1.48820
H -1.22147 5.84537 -2.24827
H 1.42095 4.49629 -4.20054
H 2.13597 2.12375 -4.22901
H -0.10481 1.43739 -0.61665
H -0.76841 3.79585 -0.58781
H -1.00253 -1.06094 -4.81274
H -0.20507 0.51147 -4.70251
N -1.61582 -3.92731 -3.36485
C -1.22275 -3.12634 -2.62855
S 5.32540 -1.05392 2.19265
C 3.84362 -1.64292 1.78838
S 3.56019 -2.69850 0.43388
C 1.85079 -2.66363 0.73900
N 1.51351 -1.96709 1.75710
N 2.62154 -1.41159 2.35612
C 2.36010 -0.66413 3.55384
C 3.18175 -0.78118 4.66211
C 2.86961 -0.06765 5.81039
C 1.74509 0.74624 5.85290
C 0.92615 0.84582 4.73555
C 1.23255 0.14256 3.58082
S 0.69974 -3.49348 -0.29845
H 4.05635 -1.41638 4.63019
H 3.51044 -0.15739 6.67904
H 1.50655 1.29770 6.75420
H 0.04295 1.47278 4.75531
H 0.59382 0.21250 2.70818
```

Record 2
Entry from the Open Molecules 2025 dataset: a cluster of 3 separate species, C24H19BF6N5O8S in total in a non-equilibrium geometry (ωB97M-V/def2-TZVPD).

Its HOMO-LUMO gap is 6.739 eV. Its net charge is -1. The HOMO energy is -5.1 eV. The LUMO energy comes out at 0.060 Ha.

```
64
C24H19BF6N5O8S, DFT ωB97M-V/def2-TZVPD
C -5.22216 3.67294 -0.03935
C -4.39129 2.58083 -0.57286
C -3.66690 2.50214 -1.75495
C -2.81802 1.31204 -1.81893
C -2.97369 0.46317 -0.69753
B -0.98934 1.57344 3.41520
C -0.12412 2.50052 2.53117
C 0.32141 3.65042 3.14272
C 1.36436 4.34271 2.60318
C 1.96103 5.39291 3.48581
F 2.67727 6.32872 2.81444
F 0.98199 6.03141 4.21497
F 2.79776 4.81557 4.40785
C 1.89098 4.01566 1.34220
C 1.29193 2.97241 0.62636
C 1.90850 2.71030 -0.72784
F 1.45416 1.57552 -1.32299
F 1.68330 3.75101 -1.59855
F 3.27145 2.57004 -0.62506
C 0.29046 2.19916 1.20335
O -1.68906 1.93786 4.53390
C -2.38079 0.89784 5.23218
C -3.10898 -0.14937 4.32679
C -3.24396 -1.41414 5.14626
C -4.52180 0.28781 3.99018
C -2.33066 -0.50275 3.04642
O -1.33058 0.45205 2.70040
S -4.12371 1.12176 0.36145
H -5.69250 4.12643 -0.93649
H -5.97025 3.22612 0.64537
H -4.66146 4.43153 0.54882
H -3.74065 3.28416 -2.52251
H -2.19222 1.05952 -2.64676
H -0.13408 3.95251 4.09238
H 2.67791 4.60286 0.91037
H -0.20972 1.40868 0.63279
H -1.64693 0.38544 5.87509
H -3.09475 1.40692 5.89305
H -3.78736 -2.16686 4.56106
H -2.23768 -1.77074 5.38260
H -3.79390 -1.19606 6.06929
H -5.06853 -0.54186 3.52440
H -5.02990 0.54028 4.92893
H -4.56262 1.14540 3.31500
H -1.80885 -1.47330 3.14949
H -2.95079 -0.63309 2.14227
O 0.93319 -5.92299 0.00628
N 1.03403 -4.70663 0.08915
C 0.18714 -3.62085 -0.05216
C 0.90536 -2.46905 0.30946
N 2.21314 -2.75171 0.62987
O 2.32384 -4.08586 0.31196
C 0.11927 -1.32024 0.75014
N 0.84560 -0.72008 1.96372
O 1.56303 0.26877 1.77829
O 0.79111 -1.34467 3.03503
C -1.18430 -1.13093 0.26025
C -1.77073 -2.30036 -0.16945
N -3.14355 -2.55031 0.02485
O -4.06214 -1.80439 0.32129
O -3.33618 -3.92166 0.03454
N -2.14340 -4.58578 -0.22372
C -1.20172 -3.58329 -0.30543
H -2.26669 -0.24295 -0.12338
```

Record 3
Entry from the Open Molecules 2025 dataset: a structure of composition C24H19BrN5O6Tc (ωB97M-V/def2-TZVPD).

Its HOMO-LUMO gap (spin up / spin down) is 5.881 / 7.017 eV. Its net charge is +1. The HOMO energy (spin up / spin down) is -8.8 / -10.7 eV. The spin multiplicity is 4. The LUMO energy (spin up / spin down) comes out at -0.106 / -0.135 Ha. As for the expectation value of S²: 3.80.

```
56
C24H19BrN5O6Tc, DFT ωB97M-V/def2-TZVPD
Tc -0.85370 0.34086 -0.15134
Br 4.48772 -4.61843 3.21420
C 3.36338 -3.73096 1.97304
C 3.15655 -4.30513 0.71345
C 2.34000 -3.63269 -0.17573
C 1.75223 -2.43078 0.17756
O 1.00698 -1.72968 -0.80107
C 1.90693 -1.82438 1.44912
C 1.35879 -0.63269 1.96721
N 0.42145 0.22825 1.51303
C 0.07442 1.25963 2.39485
C 0.29497 1.25085 3.77007
C 0.01013 2.36925 4.55959
C -0.49368 3.52441 4.02115
C -0.79331 3.57066 2.64566
C -1.31384 4.71890 2.00793
C -1.59570 4.68898 0.66637
C -1.41009 3.48801 -0.02937
N -0.93140 2.40208 0.54266
C -0.56544 2.42468 1.84861
C 2.77169 -2.54838 2.32715
H 3.62958 -5.23615 0.44488
H 2.17100 -4.03812 -1.16584
H 1.82702 -0.35771 2.90210
H 0.68522 0.37538 4.26365
H 0.20926 2.30918 5.61992
H -0.68154 4.39634 4.63181
H -1.47874 5.61464 2.59124
H -1.97368 5.55496 0.14493
H -1.66960 3.41610 -1.07849
H 2.96122 -2.14127 3.30997
N -2.74073 -2.71224 2.03397
C -2.07418 -1.97039 1.16362
O -2.18508 -0.72552 1.17254
C -1.20073 -2.65654 0.14004
C -0.61756 -1.60978 -0.79273
H -3.30005 -2.26501 2.74400
H -2.65813 -3.71458 2.04459
H -1.78917 -3.41707 -0.38004
H -0.40692 -3.19375 0.67228
H -0.78166 -1.84684 -1.84459
H 1.34833 -1.88969 -1.69421
O -2.43812 2.55846 -5.34702
C -3.52265 2.27219 -4.65393
O -4.63452 2.50600 -5.04379
C -3.33040 1.61199 -3.32463
C -4.37266 1.27039 -2.48437
N -3.83209 0.71960 -1.37699
N -2.50843 0.66655 -1.46143
C -2.17185 1.20822 -2.62278
C -0.70295 1.33282 -2.87105
O -0.26455 1.74593 -3.92819
O 0.01646 0.93082 -1.86816
H -1.58743 2.31986 -4.90003
H -5.43154 1.39753 -2.61564
H -4.30221 0.35046 -0.56628
```

Record 4
Entry from the Open Molecules 2025 dataset: a structure of composition C24H19Cl5MgNO3 in a non-equilibrium geometry (ωB97M-V/def2-TZVPD).

Its HOMO-LUMO gap is 6.348 eV. Its net charge is -1. The HOMO energy is -4.1 eV. The LUMO energy comes out at 0.083 Ha.

```
53
C24H19Cl5MgNO3, DFT ωB97M-V/def2-TZVPD
Mg -0.47412 0.18843 -0.25197
C -0.90399 1.71045 -1.70027
C -1.09026 0.54084 -2.52534
C 0.16842 0.14386 -3.00113
C 1.14199 1.02603 -2.49701
C 0.50377 1.98518 -1.70594
C 1.15028 3.15599 -1.03053
C 2.61039 0.90933 -2.76234
C 0.41636 -1.02376 -3.90347
C -2.39746 -0.00111 -3.01635
C -1.94640 2.77412 -1.49017
H 0.57268 3.47630 -0.15393
H 1.24006 4.01590 -1.71380
H 2.16095 2.90195 -0.68732
H 2.81109 0.89215 -3.84149
H 3.01789 -0.01659 -2.33196
H 3.15116 1.75819 -2.33448
H 0.41491 -1.96937 -3.34214
H 1.38656 -0.93148 -4.40017
H -0.35768 -1.09007 -4.67655
H -3.23891 0.47101 -2.50521
H -2.47107 -1.08440 -2.85297
H -2.50795 0.17049 -4.09746
H -1.67889 3.41939 -0.64560
H -2.92927 2.33879 -1.28734
H -2.02797 3.40782 -2.38869
Cl -5.15671 -3.99215 3.77693
C -4.23493 -2.98467 2.73593
C -2.84197 -3.00379 2.79322
Cl -2.05533 -4.01842 3.92904
C -2.09761 -2.21463 1.93627
Cl -0.38158 -2.23356 1.93378
C -2.69900 -1.33827 1.00005
O -2.01930 -0.61240 0.21198
C -4.11528 -1.31393 1.00506
Cl -4.87028 -0.21520 -0.07035
C -4.86473 -2.13630 1.82642
Cl -6.57718 -2.12084 1.73262
O 0.06142 1.09385 1.52431
C 1.10770 0.43167 1.42618
N 1.37792 -0.29340 0.33608
C 2.57345 -0.94045 0.46870
O 3.09190 -1.67612 -0.34603
C 3.11702 -0.58729 1.82807
C 4.23598 -0.99373 2.52266
C 4.38539 -0.55192 3.83494
C 3.43378 0.26150 4.43514
C 2.30736 0.67824 3.73491
C 2.17127 0.25325 2.42806
H 4.96603 -1.65650 2.06418
H 5.25562 -0.86224 4.40571
H 3.56305 0.56113 5.47238
H 1.54345 1.29675 4.19739
```

Record 5
Entry from the Open Molecules 2025 dataset: a structure of composition C24H19ClN5NaO5 (ωB97M-V/def2-TZVPD).

Its HOMO-LUMO gap is 5.818 eV. Its net charge is -2. The HOMO energy is -1.7 eV. The LUMO energy comes out at 0.151 Ha.

```
55
C24H19ClN5NaO5, DFT ωB97M-V/def2-TZVPD
Na -1.50286 0.38557 -0.74936
Cl 1.85543 -1.77675 5.41482
C 0.77737 -1.73271 4.02544
C -0.60411 -1.84688 4.22083
C -1.45560 -1.79026 3.15214
C -1.00540 -1.61717 1.78913
O -1.82030 -1.52006 0.84788
C 0.43739 -1.54926 1.63743
C 1.09173 -1.38795 0.36115
N 0.55336 -1.55522 -0.78795
C 1.35236 -1.42223 -1.91669
C 2.62134 -1.94365 -2.03244
C 3.37207 -1.78403 -3.21614
C 2.86264 -1.11304 -4.28937
C 1.54900 -0.58265 -4.22527
C 0.95016 0.12532 -5.29242
C -0.31898 0.60203 -5.15478
C -1.01409 0.35957 -3.94595
N -0.48817 -0.29603 -2.94711
C 0.78157 -0.75234 -3.05361
C 1.27673 -1.57375 2.75756
H -0.99259 -1.96977 5.22620
H -2.52695 -1.85750 3.29702
H 2.14867 -1.08371 0.43056
H 3.04582 -2.49384 -1.20150
H 4.37221 -2.20041 -3.26164
H 3.44330 -0.97763 -5.19532
H 1.51708 0.28303 -6.20466
H -0.80479 1.15704 -5.94710
H -2.02605 0.71760 -3.78553
H 2.34645 -1.46199 2.61184
O 0.49283 1.78432 -1.06965
N 1.05631 2.23555 -0.04406
N 0.43395 1.93602 1.05970
O -0.65285 1.23434 1.09257
C 1.00514 2.37731 2.27336
C 0.53376 1.80884 3.45335
C 1.08402 2.19671 4.66479
C 2.08869 3.15301 4.71539
C 2.54343 3.72258 3.53145
C 2.00997 3.34385 2.31056
H -0.24461 1.06236 3.38129
H 0.72733 1.72951 5.57487
H 2.51499 3.45180 5.66539
H 3.32412 4.47428 3.55438
H 2.36056 3.77955 1.38716
N -4.14844 -1.90518 -1.21663
C -5.10675 -0.85715 -1.52714
C -4.54410 0.52718 -1.93779
O -5.38604 1.39701 -2.21820
O -3.28860 0.63294 -1.95516
H -3.67911 -1.71101 -0.33303
H -3.38842 -1.83572 -1.89112
H -5.78142 -0.70015 -0.68145
H -5.74952 -1.17929 -2.35517
```

Record 6
Entry from the Open Molecules 2025 dataset: a cluster of 2 separate species, C24H19F2N2O in total in a non-equilibrium geometry (ωB97M-V/def2-TZVPD).

Its HOMO-LUMO gap is 5.122 eV. Its net charge is +1. The HOMO energy is -12.0 eV. The LUMO energy comes out at -0.254 Ha.

```
48
C24H19F2N2O, DFT ωB97M-V/def2-TZVPD
C -2.34941 -0.36846 4.76724
C -1.51828 0.49912 3.87664
C -0.12567 0.48159 3.95402
F 0.46562 -0.40970 4.82073
C 0.68530 1.26545 3.13342
C 0.09690 2.06974 2.14877
C 0.94823 2.84911 0.98351
C 2.35449 2.21421 0.75472
C 2.44979 0.83155 0.89384
C 3.64708 0.19586 0.64295
F 3.70519 -1.16702 0.79132
C 4.76019 0.88975 0.18346
C 5.99667 0.14311 -0.15960
C 4.64208 2.26294 -0.03327
C 3.44265 2.91938 0.22703
C -1.29832 2.10577 2.05901
C -2.09509 1.29476 2.87528
H -3.39836 -0.06347 4.66544
H -2.30469 -1.43929 4.50842
H -2.05867 -0.27486 5.82382
H 1.76817 1.20256 3.25623
H 0.33293 2.49126 0.13447
H 1.60930 0.23780 1.23513
H 6.70812 0.83909 -0.61968
H 6.45275 -0.28219 0.74554
H 5.80320 -0.68175 -0.86449
H 5.49225 2.82570 -0.42446
H 3.45014 3.99058 0.04785
H -1.77504 2.76145 1.32587
H -3.18471 1.28470 2.75577
O 2.82221 5.24737 2.13326
C 1.97112 5.22003 1.23494
C 1.81067 6.33888 0.24092
C 0.61673 6.19117 -0.45632
C 0.25613 7.13449 -1.41791
C 1.17230 8.12932 -1.79844
C 2.40789 8.22815 -1.13579
C 2.71802 7.35461 -0.08488
C -0.11279 4.92356 -0.00765
C 0.92626 4.22651 0.83681
N -0.16046 5.13258 2.92391
N -0.51475 4.52597 3.78877
H -0.73088 7.09207 -1.86902
H 0.91621 8.83963 -2.58978
H 3.11339 9.00437 -1.43971
H 3.66936 7.43733 0.44786
H -1.05635 5.23878 0.48899
H -0.42612 4.28043 -0.84407
```

Record 7
Entry from the Open Molecules 2025 dataset: a structure of composition C24H19F6N6O6PdS2 in a non-equilibrium geometry (ωB97M-V/def2-TZVPD).

Its HOMO-LUMO gap is 5.856 eV. Its net charge is -1. The HOMO energy is -4.7 eV. The LUMO energy comes out at 0.043 Ha.

```
64
C24H19F6N6O6PdS2, DFT ωB97M-V/def2-TZVPD
Pd -0.34274 -0.16487 -0.35101
O -0.44279 2.29250 6.38490
C -0.40424 0.91778 6.04842
C -0.22493 0.73370 4.56578
C 0.07735 -0.51833 4.05178
C 0.25880 -0.64428 2.68634
N 0.15207 0.37430 1.84690
C -0.11837 1.59095 2.32896
C -0.31632 1.80187 3.68803
C -0.14578 2.70147 1.34126
C -0.19658 4.04291 1.71195
C -0.17733 5.02294 0.72853
C -0.13205 6.48039 1.11448
O -0.87301 6.78521 2.27996
C -0.18034 4.62571 -0.60132
C -0.11404 3.26852 -0.88107
N -0.05197 2.34725 0.06198
H -0.82118 2.38712 7.26181
H -1.32961 0.41642 6.35601
H 0.43531 0.43351 6.56713
H 0.15918 -1.38395 4.69530
H 0.52549 -1.59989 2.25157
H -0.54367 2.77836 4.08390
H -0.21697 4.34428 2.74935
H -0.45969 7.09771 0.26919
H 0.90072 6.75149 1.34901
H -1.75813 6.41909 2.17304
H -0.21682 5.35493 -1.40008
H -0.08462 2.89513 -1.89836
N 9.58131 -4.40357 -2.30455
C 8.61754 -3.82754 -2.05619
C 7.44146 -3.09845 -1.73013
C 7.55229 -1.81737 -1.18416
C 6.42354 -1.10157 -0.85026
C 5.15345 -1.64875 -1.04172
C 5.04308 -2.92231 -1.60195
C 6.17069 -3.63491 -1.94812
N 4.00938 -0.93264 -0.66167
C 3.98221 0.21900 0.10411
C 2.67685 0.55581 0.25211
N 1.89524 -0.36923 -0.39150
C 2.70431 -1.23579 -0.92887
H 8.53189 -1.39038 -1.02185
H 6.53414 -0.10614 -0.44856
H 4.06872 -3.35907 -1.76128
H 6.07624 -4.62199 -2.37778
H 4.85941 0.69289 0.49665
H 2.25037 1.38811 0.77716
H 2.37709 -2.07056 -1.52230
F 0.04240 -2.00633 -2.38021
C -0.49499 -0.73374 -2.22456
F -1.64025 -0.76189 -2.92378
F 0.34960 0.05432 -3.00211
S -2.45392 0.30317 -0.19053
O -2.53752 0.41425 1.26655
O -2.72264 1.52900 -0.92102
N -3.40517 -0.91461 -0.72044
S -4.25746 -1.71324 0.32790
O -5.12605 -0.96272 1.19007
O -4.85109 -2.86724 -0.29351
C -3.02481 -2.58653 1.52666
F -3.33089 -3.89612 1.63806
F -1.76522 -2.57145 1.03596
F -2.96577 -2.13172 2.78309
```

Record 8
Entry from the Open Molecules 2025 dataset: a structure of composition C24H19GeNO4Se2Te2Tl (ωB97M-V/def2-TZVPD).

Its HOMO-LUMO gap (spin up / spin down) is 5.015 / 4.540 eV. Its net charge is -2. The HOMO energy (spin up / spin down) is -1.4 / -1.5 eV. The spin multiplicity is 2. The LUMO energy (spin up / spin down) comes out at 0.134 / 0.112 Ha. As for the expectation value of S²: 0.76.

```
54
C24H19GeNO4Se2Te2Tl, DFT ωB97M-V/def2-TZVPD
Tl 0.54649 1.21888 2.96110
Se -1.87170 2.10712 4.90751
Te -1.46220 -0.09449 5.90847
Te -0.43092 -1.61267 3.89309
Se 0.89831 -3.03127 5.40777
C 1.55433 1.90892 -1.35430
Ge 1.21545 0.51522 0.05952
C 3.06862 -0.31394 0.03267
C 3.78332 -0.50165 1.21956
C 5.06762 -1.04418 1.22833
C 5.67297 -1.41105 0.03243
C 4.98151 -1.24006 -1.16278
C 3.69803 -0.70221 -1.15548
C 0.23475 -0.85520 -1.03494
C -0.35691 -0.48192 -2.21872
C -1.11833 -1.38565 -3.00070
C -1.31569 -2.66715 -2.57674
C -0.75735 -3.10324 -1.34785
C -0.98921 -4.41444 -0.85670
C -0.46808 -4.82070 0.33905
C 0.33577 -3.93876 1.09574
C 0.57905 -2.67475 0.63803
C 0.03046 -2.20085 -0.58414
H 1.94389 1.47415 -2.28345
H 2.30238 2.60493 -0.95915
H 0.65225 2.48476 -1.58872
H 3.32325 -0.23233 2.16644
H 5.59038 -1.18691 2.16814
H 6.67443 -1.82983 0.03025
H 5.44349 -1.53136 -2.10139
H 3.16252 -0.59601 -2.09631
H -0.24522 0.53789 -2.57368
H -1.55412 -1.04914 -3.93685
H -1.91013 -3.36183 -3.16223
H -1.60901 -5.08497 -1.44418
H -0.68059 -5.81306 0.72151
H 0.74821 -4.25657 2.04667
H 1.20624 -2.00982 1.21710
O -3.50482 -0.25572 1.02692
C -2.62427 0.57659 1.25599
O -1.59260 0.43370 1.98175
C -2.78836 1.94291 0.57884
C -1.76701 2.88234 0.53223
C -1.95528 4.10616 -0.08856
C -3.18580 4.38738 -0.65637
C -4.22359 3.46659 -0.63020
C -4.01162 2.24424 -0.01875
N -3.39794 5.69294 -1.29512
O -2.47543 6.48343 -1.31732
O -4.49072 5.93556 -1.76921
H -0.81163 2.65068 0.97430
H -1.16692 4.84306 -0.13702
H -5.16762 3.71910 -1.08876
H -4.78068 1.48518 0.01621
```

Quick rundown of energy relative to the best compared isomer or geometry (same formula, charge and spin), same order as above: 0.0, 0.0, 65.9, 0.0, 3.2, 0.0, 0.0, 16.3 kcal/mol